[1]
93
Properties=species:S:1:pos:R:3 method="wB97M-V/def2-TZVPD" homo_lumo_gap_ha=0.255 e_tot_ha=-4299.3134 e_homo_ev=-8.1043 largest_force_ha_per_bohr=0.198
C -6.743 -2.778 0.641
C -5.645 -1.932 0.960
C -4.562 -0.723 1.357
N -3.510 -1.207 2.316
C -4.057 -1.630 3.660
N -4.610 -0.724 4.737
O -4.845 0.526 4.310
N -4.027 -2.997 3.961
C -3.515 -4.050 3.002
O -4.320 -5.136 2.819
O -2.225 -3.985 2.280
H -7.819 -3.161 0.293
H -5.165 0.217 1.729
H -4.002 -0.378 0.363
H -2.688 -0.563 2.398
H -4.003 -0.759 5.586
H -4.079 0.904 3.785
H -4.377 -3.297 4.913
O -3.531 2.515 1.937
S -2.973 3.455 0.990
O -1.638 3.993 1.136
O -4.020 4.691 0.794
C -4.441 5.415 1.944
C -3.354 6.346 2.446
C -3.120 2.774 -0.641
H -4.772 4.729 2.732
H -5.310 6.008 1.647
H -2.496 5.783 2.826
H -3.727 6.976 3.257
H -2.987 6.985 1.636
H -4.138 2.401 -0.781
H -2.405 1.954 -0.729
H -2.886 3.550 -1.372
O -0.887 1.516 -2.559
S 0.463 1.267 -3.015
O 1.050 1.998 -4.116
O 0.641 -0.331 -3.290
C -0.257 -0.971 -4.188
C 0.064 -0.633 -5.633
C 1.561 1.380 -1.627
H -1.294 -0.718 -3.942
H -0.143 -2.049 -4.041
H -0.115 0.427 -5.839
H -0.559 -1.217 -6.315
H 1.118 -0.831 -5.851
H 1.151 0.797 -0.798
H 1.637 2.432 -1.343
H 2.543 1.004 -1.920
O 4.975 -0.927 -0.097
S 3.929 -0.991 0.901
O 2.780 -0.114 0.869
O 4.608 -0.916 2.382
C 5.449 0.189 2.690
C 4.643 1.451 2.937
C 3.346 -2.664 1.005
H 6.192 0.341 1.899
H 5.995 -0.069 3.601
H 4.143 1.785 2.023
H 5.289 2.263 3.281
H 3.863 1.272 3.684
H 4.205 -3.337 1.073
H 2.773 -2.877 0.101
H 2.705 -2.761 1.883
O 2.413 0.475 8.946
S 3.763 0.227 8.490
O 4.350 0.958 7.389
O 3.941 -1.371 8.215
C 3.043 -2.012 7.317
C 3.364 -1.673 5.873
C 4.862 0.340 9.879
H 2.006 -1.759 7.563
H 3.158 -3.089 7.465
H 3.186 -0.614 5.667
H 2.741 -2.257 5.190
H 4.418 -1.872 5.654
H 4.452 -0.244 10.707
H 4.937 1.392 10.162
H 5.844 -0.037 9.585
O 0.068 -1.815 -8.505
S 0.241 -2.317 -9.850
O 1.523 -2.769 -10.344
O -0.374 -1.232 -10.902
C 0.109 0.105 -10.861
C 1.493 0.216 -11.474
C -0.947 -3.604 -10.134
H 0.097 0.488 -9.835
H -0.588 0.715 -11.442
H 2.235 -0.319 -10.873
H 1.805 1.262 -11.538
H 1.510 -0.225 -12.475
H -1.931 -3.260 -9.804
H -0.641 -4.477 -9.553
H -0.956 -3.850 -11.197



[2]
14
Properties=species:S:1:pos:R:3 method="wB97M-V/def2-TZVPD" homo_lumo_gap_ha=0.352 e_tot_ha=-266.0781 e_homo_ev=-12.9357 total_charge=+1 largest_force_ha_per_bohr=0.030 e_above_lowest_kcal_mol=46.2
C 1.106 -0.389 -0.562
C 0.869 0.918 -0.273
N -0.521 1.254 0.121
N 2.267 -1.048 -0.370
H 0.331 -0.902 -1.124
H 1.659 1.602 -0.005
H -0.644 1.288 1.134
H -1.104 0.440 -0.134
H -0.815 2.101 -0.360
H 2.963 -0.561 0.176
H 2.215 -2.045 -0.240
H -2.631 -1.498 1.005
H -3.082 -0.590 -0.107
O -2.614 -0.570 0.738



[3]
26
Properties=species:S:1:pos:R:3 method="wB97M-V/def2-TZVPD" homo_lumo_gap_ha=0.145 e_tot_ha=-4181.0911 e_homo_ev=-2.0092 total_charge=-1 largest_force_ha_per_bohr=0.008 e_above_lowest_kcal_mol=11.5
Cu 2.240 0.730 0.000
S 4.422 0.233 -0.001
S 5.474 2.022 -0.002
S 4.105 3.692 0.003
S 2.145 3.016 0.001
N -1.611 -1.279 0.000
C -2.136 0.001 0.000
C -3.441 0.480 0.000
C -3.590 1.853 0.000
C -2.484 2.717 0.000
C -1.189 2.238 0.000
C -1.027 0.853 0.000
N 0.140 0.099 0.000
C -0.250 -1.147 0.000
C 0.689 -2.261 0.000
C 0.444 -3.606 0.000
S 1.938 -4.445 0.000
C 2.770 -2.942 0.000
N 2.004 -1.904 0.000
H -2.126 -2.140 0.000
H -4.300 -0.179 0.000
H -4.586 2.279 0.000
H -2.654 3.786 0.000
H -0.325 2.891 0.000
H -0.498 -4.126 0.000
H 3.848 -2.860 0.000



[4]
73
Properties=species:S:1:pos:R:3 method="wB97M-V/def2-TZVPD" homo_lumo_gap_ha=0.199 e_tot_ha=-7597.7992 e_homo_ev=-13.7320 total_charge=+2 largest_force_ha_per_bohr=0.047 e_above_lowest_kcal_mol=31.3
Pt -0.923 1.923 0.034
Te 0.854 -1.465 -2.567
C 1.733 -2.955 -1.368
C 3.060 -2.845 -0.977
C 3.573 -3.830 -0.140
N 2.857 -4.870 0.309
C 1.581 -4.954 -0.090
C 0.969 -4.024 -0.925
C 0.327 -0.536 -0.713
P -1.406 -0.331 -0.193
C -2.471 -1.301 -1.230
C -3.109 -2.434 -0.707
C -3.829 -3.255 -1.563
C -3.941 -2.935 -2.909
C -3.350 -1.777 -3.413
C -2.625 -0.961 -2.574
C -1.532 -0.934 1.478
C -0.776 -2.053 1.845
C -0.927 -2.583 3.114
C -1.831 -2.011 4.006
C -2.597 -0.914 3.631
C -2.446 -0.368 2.366
P 1.147 0.929 -0.120
C 2.509 1.369 -1.157
C 2.292 1.724 -2.492
C 3.364 1.943 -3.324
C 4.661 1.828 -2.826
C 4.883 1.519 -1.490
C 3.811 1.298 -0.639
C 1.780 0.678 1.526
C 2.242 -0.596 1.873
C 2.792 -0.793 3.126
C 2.883 0.270 4.025
C 2.452 1.540 3.667
C 1.892 1.750 2.416
H 3.682 -2.022 -1.305
H 4.604 -3.780 0.191
H 1.018 -5.805 0.280
H -0.069 -4.138 -1.211
H -3.037 -2.684 0.342
H -4.305 -4.146 -1.172
H -4.509 -3.579 -3.569
H -3.464 -1.514 -4.456
H -2.238 -0.018 -2.948
H -0.095 -2.514 1.136
H -0.346 -3.449 3.408
H -1.936 -2.425 5.002
H -3.299 -0.475 4.329
H -3.040 0.491 2.074
H 1.285 1.899 -2.855
H 3.199 2.211 -4.360
H 5.505 2.000 -3.483
H 5.892 1.455 -1.104
H 3.988 1.067 0.401
H 2.193 -1.414 1.162
H 3.164 -1.773 3.401
H 3.295 0.102 5.014
H 2.534 2.362 4.366
H 1.560 2.741 2.132
Br 0.324 4.416 -1.698
C -1.556 4.413 -1.630
C -2.252 5.537 -2.013
C -3.636 5.488 -1.970
C -4.271 4.318 -1.581
C -3.502 3.246 -1.198
N -2.153 3.293 -1.209
H -1.722 6.424 -2.328
H -4.214 6.364 -2.240
H -5.350 4.237 -1.568
H -3.947 2.317 -0.871
Se -1.511 3.340 1.916
C -1.002 2.294 3.348
N -0.688 1.676 4.271



[5]
17
Properties=species:S:1:pos:R:3 method="wB97M-V/def2-TZVPD" homo_lumo_gap_ha=0.331 e_tot_ha=-305.4158 e_homo_ev=-12.8040 total_charge=+1 largest_force_ha_per_bohr=0.031 e_above_lowest_kcal_mol=23.2
C 0.284 -0.482 -3.174
N 0.242 -1.613 -2.205
H -0.124 -1.295 -1.298
H -0.400 -2.345 -2.513
H 1.121 -2.091 -1.982
H 1.093 -0.580 -3.903
H 0.583 0.392 -2.612
H -0.625 -0.429 -3.762
C 0.249 -0.035 2.581
C -0.258 1.142 1.825
O 0.074 1.353 0.667
N -0.929 2.071 2.541
H -0.490 -0.657 3.090
H 0.954 0.345 3.323
H -1.042 3.001 2.174
H -1.541 1.916 3.327
H 0.810 -0.694 1.920



[6]
23
Properties=species:S:1:pos:R:3 method="wB97M-V/def2-TZVPD" homo_lumo_gap_ha=0.186 e_tot_ha=-383.7705 e_homo_ev=-13.3594 total_charge=+1 largest_force_ha_per_bohr=0.066 e_above_lowest_kcal_mol=176.1
C -0.531 2.248 -0.945
C -0.261 1.724 0.472
C -0.516 0.255 0.660
C 0.431 -0.581 1.181
C -2.127 -1.595 0.545
N -1.698 -0.240 0.273
N 0.367 1.585 -1.875
H -0.576 3.334 -0.930
H -1.545 1.886 -1.155
H 0.794 1.872 0.733
H -0.729 2.352 1.226
H 2.750 -2.939 1.456
H 0.305 -1.636 1.395
H -3.196 -1.734 0.382
H -1.886 -1.884 1.561
H -1.727 -2.349 -0.136
H -1.969 0.089 -0.659
H 0.442 2.116 -2.729
H 1.291 1.471 -1.481
H 3.262 -2.606 1.875
H 2.571 -1.846 -0.916
H 1.898 -0.618 -0.203
O 2.652 -0.906 -0.731



Copy entry 4 word for word.
73
Properties=species:S:1:pos:R:3 method="wB97M-V/def2-TZVPD" homo_lumo_gap_ha=0.199 e_tot_ha=-7597.7992 e_homo_ev=-13.7320 total_charge=+2 largest_force_ha_per_bohr=0.047 e_above_lowest_kcal_mol=31.3
Pt -0.923 1.923 0.034
Te 0.854 -1.465 -2.567
C 1.733 -2.955 -1.368
C 3.060 -2.845 -0.977
C 3.573 -3.830 -0.140
N 2.857 -4.870 0.309
C 1.581 -4.954 -0.090
C 0.969 -4.024 -0.925
C 0.327 -0.536 -0.713
P -1.406 -0.331 -0.193
C -2.471 -1.301 -1.230
C -3.109 -2.434 -0.707
C -3.829 -3.255 -1.563
C -3.941 -2.935 -2.909
C -3.350 -1.777 -3.413
C -2.625 -0.961 -2.574
C -1.532 -0.934 1.478
C -0.776 -2.053 1.845
C -0.927 -2.583 3.114
C -1.831 -2.011 4.006
C -2.597 -0.914 3.631
C -2.446 -0.368 2.366
P 1.147 0.929 -0.120
C 2.509 1.369 -1.157
C 2.292 1.724 -2.492
C 3.364 1.943 -3.324
C 4.661 1.828 -2.826
C 4.883 1.519 -1.490
C 3.811 1.298 -0.639
C 1.780 0.678 1.526
C 2.242 -0.596 1.873
C 2.792 -0.793 3.126
C 2.883 0.270 4.025
C 2.452 1.540 3.667
C 1.892 1.750 2.416
H 3.682 -2.022 -1.305
H 4.604 -3.780 0.191
H 1.018 -5.805 0.280
H -0.069 -4.138 -1.211
H -3.037 -2.684 0.342
H -4.305 -4.146 -1.172
H -4.509 -3.579 -3.569
H -3.464 -1.514 -4.456
H -2.238 -0.018 -2.948
H -0.095 -2.514 1.136
H -0.346 -3.449 3.408
H -1.936 -2.425 5.002
H -3.299 -0.475 4.329
H -3.040 0.491 2.074
H 1.285 1.899 -2.855
H 3.199 2.211 -4.360
H 5.505 2.000 -3.483
H 5.892 1.455 -1.104
H 3.988 1.067 0.401
H 2.193 -1.414 1.162
H 3.164 -1.773 3.401
H 3.295 0.102 5.014
H 2.534 2.362 4.366
H 1.560 2.741 2.132
Br 0.324 4.416 -1.698
C -1.556 4.413 -1.630
C -2.252 5.537 -2.013
C -3.636 5.488 -1.970
C -4.271 4.318 -1.581
C -3.502 3.246 -1.198
N -2.153 3.293 -1.209
H -1.722 6.424 -2.328
H -4.214 6.364 -2.240
H -5.350 4.237 -1.568
H -3.947 2.317 -0.871
Se -1.511 3.340 1.916
C -1.002 2.294 3.348
N -0.688 1.676 4.271